{
  "formula": "C4H6NO2",
  "method": "ωB97M-V/def2-TZVPD",
  "species": ["C", "C", "C", "C", "N", "O", "O", "H", "H", "H", "H", "H", "H"],
  "positions_angstrom": [[-0.344, 0.888, -0.005], [0.308, 2.032, -0.028], [0.059, -0.515, 0.333], [-1.046, -1.368, -0.200], [-2.562, 0.387, -0.405], [-3.437, 0.997, 0.253], [-2.300, -0.953, 0.156], [-0.106, 2.925, -0.388], [1.428, 2.154, 0.119], [0.864, -0.708, -0.460], [0.284, -0.787, 1.425], [-0.770, -1.272, -1.179], [-1.116, -2.428, 0.192]],
  "gap_ev": [6.08, 6.29],
  "e_lumo_ev": [4.28, 4.35],
  "mol_weight_g_mol": 100.10,
  "e_tot_ha": -361.04812,
  "charge": -1
}

=====

{
  "formula": "C4H6NO2",
  "method": "ωB97M-V/def2-TZVPD",
  "species": ["C", "C", "C", "C", "N", "O", "O", "H", "H", "H", "H", "H", "H"],
  "positions_angstrom": [[0.483, 0.377, -0.505], [1.284, -0.248, 0.133], [-3.125, -0.421, 0.464], [2.058, -1.200, 0.876], [-0.190, 1.356, -1.238], [-2.312, 0.338, 0.053], [-3.908, -1.111, 0.908], [1.585, -2.169, 0.905], [1.933, -0.852, 1.939], [3.198, -1.038, 0.621], [-1.187, 1.221, -0.957], [0.082, 1.430, -2.255], [0.097, 2.316, -0.946]],
  "gap_ev": 10.93,
  "e_lumo_ev": -3.83,
  "mol_weight_g_mol": 100.10,
  "e_tot_ha": -360.93244,
  "charge": 1
}

=====

{
  "formula": "C4H6NO2",
  "method": "ωB97M-V/def2-TZVPD",
  "species": ["C", "O", "N", "C", "C", "C", "O", "H", "H", "H", "H", "H", "H"],
  "positions_angstrom": [[0.598, 1.069, -1.573], [0.012, 1.504, -0.431], [-0.352, 0.382, 0.480], [-1.104, -0.687, 0.262], [-1.043, -1.370, 1.450], [-0.326, -0.642, 2.356], [0.068, 0.493, 1.698], [0.956, 2.044, -1.902], [0.122, 0.509, -2.422], [1.443, 0.493, -1.196], [-1.574, -0.842, -0.693], [-1.648, -2.254, 1.696], [-0.215, -0.679, 3.451]],
  "gap_ev": 10.77,
  "smiles": "CO[n+]1ccco1",
  "e_lumo_ev": -4.86,
  "mol_weight_g_mol": 100.10,
  "e_tot_ha": -360.81808,
  "charge": 1
}

=====

{
  "formula": "C4H6NO3",
  "method": "ωB97M-V/def2-TZVPD",
  "species": ["N", "C", "C", "C", "O", "C", "O", "O", "H", "H", "H", "H", "H", "H"],
  "positions_angstrom": [[-0.208, 1.850, 0.162], [0.117, 0.431, 0.366], [0.094, -0.272, -0.995], [1.074, -1.394, -1.061], [1.181, -2.230, -1.933], [-0.827, -0.290, 1.368], [-0.300, -0.700, 2.420], [-2.017, -0.337, 0.979], [-0.135, 2.307, 1.065], [-1.190, 1.942, -0.106], [1.139, 0.432, 0.748], [0.304, 0.501, -1.739], [-0.911, -0.680, -1.123], [1.678, -1.562, -0.151]],
  "gap_ev": 8.13,
  "smiles": "N[C@H](CC=O)C(=O)[O-]",
  "e_lumo_ev": 3.93,
  "mol_weight_g_mol": 116.10,
  "e_tot_ha": -436.55741,
  "charge": -1
}